Formula: C18H25N6O4S
Source: OMol25
Level of theory: ωB97M-V/def2-TZVPD

The geometry in XYZ format:
```
54
Properties=species:S:1:pos:R:3:mulliken_charge:R:1
O 5.844 -1.170 -0.243 -0.55
O -4.221 -1.619 -2.178 -0.65
O -2.885 -3.264 2.064 -0.65
N 1.306 2.413 1.663 -0.36
O 3.946 -1.472 -1.476 -0.32
S 2.223 0.210 0.189 -0.06
C 4.684 -0.885 -0.501 0.17
C -4.872 -1.013 -1.339 0.85
C -3.589 -2.297 1.824 -0.07
C 2.245 1.603 1.231 0.31
C 2.043 3.312 2.459 -0.91
C 3.994 0.128 0.308 0.77
C -1.540 -0.171 -1.647 -0.53
C 3.391 3.025 2.451 0.00
C 4.526 1.116 1.144 0.09
C -1.592 0.285 -0.356 0.12
C -0.422 1.739 -1.552 -0.45
N -0.834 0.760 -2.385 0.03
N 3.500 1.916 1.645 0.17
N -4.572 -1.998 2.682 -0.09
N -4.477 -0.855 -0.074 0.07
N -0.856 1.460 -0.305 0.10
C -6.195 -0.387 -1.714 -1.32
C 5.970 1.404 1.484 -1.46
C -5.479 -0.848 2.731 -0.93
C 5.463 -1.713 -3.390 -1.09
C 4.243 -1.012 -2.803 -0.23
C -2.197 -0.426 0.837 -0.42
C -3.291 -1.479 0.547 -0.06
H 1.604 4.140 3.009 0.42
H -1.948 -1.106 -2.015 0.54
H 4.180 3.561 2.971 0.41
H 0.203 2.586 -1.824 0.41
H -0.641 0.692 -3.381 0.25
H -4.642 -2.664 3.440 0.28
H -5.099 -0.337 0.525 0.17
H -0.567 1.950 0.546 0.29
H -6.155 0.688 -1.550 0.34
H -6.988 -0.827 -1.112 0.36
H -6.397 -0.586 -2.766 0.35
H 6.184 2.467 1.337 0.39
H 6.160 1.152 2.531 0.33
H 6.666 0.837 0.864 0.35
H -5.910 -0.772 3.732 0.34
H -4.942 0.078 2.525 0.32
H -6.297 -0.982 2.021 0.31
H 5.603 -1.420 -4.435 0.39
H 6.369 -1.451 -2.836 0.29
H 5.330 -2.799 -3.348 0.28
H 3.380 -1.221 -3.443 0.30
H 4.406 0.072 -2.814 0.29
H -1.378 -0.932 1.355 0.43
H -2.601 0.321 1.522 0.28
H -2.877 -2.209 -0.152 0.38
```

## Properties
LUMO: -2.602 eV
Strongest force on any atom: 2.50 eV/A
Frontier orbital gap: 8.67 eV
HOMO: -0.4144 hartree
Energy relative to the best compared isomer or geometry (same formula, charge and spin): 7.91 kcal/mol
Net charge: +1

Formula: H10O5
Source: OMol25
Level of theory: ωB97M-V/def2-TZVPD

The geometry in XYZ format:
```
15
Properties=species:S:1:pos:R:3:mulliken_charge:R:1
O 48.707 39.439 44.780 -0.79
H 49.021 38.518 44.616 0.37
H 49.268 40.170 44.419 0.32
O 49.634 35.795 42.128 -0.56
H 49.884 36.468 42.622 0.30
H 50.369 35.354 41.898 0.28
O 45.993 39.677 43.777 -0.66
H 45.276 39.340 44.312 0.31
H 46.909 39.470 44.162 0.42
O 50.783 37.462 44.178 -0.65
H 50.962 37.154 45.093 0.33
H 51.326 37.946 43.716 0.28
O 48.088 41.042 47.167 -0.59
H 48.728 41.611 47.497 0.30
H 48.325 40.496 46.526 0.35
```

## Properties
LUMO: -0.020 eV
Strongest force on any atom: 8.73 eV/A
Frontier orbital gap: 10.53 eV
HOMO: -0.3879 hartree
Energy relative to the best compared isomer or geometry (same formula, charge and spin): 57.12 kcal/mol
Net charge: 0

Formula: C2H5N
Source: OMol25
Level of theory: ωB97M-V/def2-TZVPD

The geometry in XYZ format:
```
8
Properties=species:S:1:pos:R:3:mulliken_charge:R:1
H 0.687 0.682 -2.287 0.24
N 0.978 0.578 -1.300 -0.56
C -0.091 0.202 -0.632 0.05
C 0.070 -0.237 0.755 -0.85
H -1.100 0.200 -0.849 0.37
H 1.156 -0.357 1.209 0.23
H -0.293 -1.220 0.958 0.31
H -0.608 0.542 1.273 0.22
```

## Properties
LUMO: 1.111 eV
Strongest force on any atom: 5.62 eV/A
Frontier orbital gap: 11.28 eV
HOMO: -0.3735 hartree
Energy relative to the best compared isomer or geometry (same formula, charge and spin): 15.37 kcal/mol
Net charge: 0

Formula: C4H26BF4N8O9
Source: OMol25
Level of theory: ωB97M-V/def2-TZVPD

The geometry in XYZ format:
```
52
Properties=species:S:1:pos:R:3:mulliken_charge:R:1
B 0.225 0.273 0.427 0.42
F 0.721 -0.820 -0.279 -0.34
F -0.867 -0.164 1.219 -0.25
F 1.150 0.888 1.268 -0.35
F -0.194 1.256 -0.524 -0.43
O -1.319 -1.474 -2.219 -0.70
H -0.693 -1.187 -1.542 0.26
H -2.064 -0.872 -2.099 0.36
O 2.313 3.245 2.299 -0.73
H 1.791 2.626 1.768 0.44
H 1.912 4.104 2.138 0.32
O 2.690 1.164 4.422 -0.63
H 2.536 1.832 3.740 0.36
H 3.610 1.283 4.670 0.29
O 2.890 -1.897 -1.845 -0.71
H 2.384 -2.682 -1.603 0.36
H 2.401 -1.160 -1.467 0.34
O -3.117 0.223 -0.533 -0.65
H -3.444 1.110 -0.356 0.32
H -2.619 -0.013 0.258 0.24
C 2.151 3.086 -2.426 0.56
O 2.861 3.896 -3.005 -0.70
N 1.244 2.298 -3.106 -0.26
N 2.168 2.827 -1.083 -0.27
H 1.360 2.199 -4.095 0.16
H 0.538 1.792 -2.601 0.08
H 2.755 3.366 -0.477 0.16
H 1.466 2.171 -0.776 0.31
C -2.692 2.949 -3.773 0.55
O -3.431 3.214 -4.718 -0.71
N -2.995 1.971 -2.871 -0.25
N -1.537 3.653 -3.574 -0.29
H -2.378 1.770 -2.106 0.23
H -3.843 1.477 -3.072 0.14
H -1.442 4.432 -4.196 0.18
H -0.915 3.384 -2.837 0.20
C -1.052 -1.937 4.140 0.53
O -0.940 -2.437 5.259 -0.72
N -0.056 -1.964 3.223 -0.21
N -2.207 -1.289 3.781 -0.33
H -0.241 -1.529 2.330 0.15
H 0.846 -2.226 3.574 0.19
H -3.002 -1.482 4.359 0.19
H -2.296 -0.821 2.898 0.22
C 0.728 -4.712 0.253 0.67
O 1.488 -4.488 -0.676 -0.66
N 0.851 -5.861 0.998 -0.44
N -0.299 -3.907 0.633 -0.28
H 0.363 -5.995 1.862 0.18
H 1.591 -6.451 0.669 0.23
H -0.464 -2.976 0.293 0.09
H -0.928 -4.143 1.380 0.17
```

## Properties
LUMO: 2.248 eV
Strongest force on any atom: 1.24 eV/A
Frontier orbital gap: 9.78 eV
HOMO: -0.2769 hartree
Energy relative to the best compared isomer or geometry (same formula, charge and spin): 0.00 kcal/mol
Net charge: -1

Formula: C3H6N5
Source: OMol25
Level of theory: ωB97M-V/def2-TZVPD

The geometry in XYZ format:
```
14
Properties=species:S:1:pos:R:3:mulliken_charge:R:1
C -1.681 -1.927 0.704 -0.48
C -1.167 -0.953 -0.125 -0.03
C 1.303 1.174 -0.384 0.77
N -0.981 -1.936 1.788 -0.53
N -0.108 -0.987 1.599 0.13
N -0.144 -0.345 0.433 -0.23
N 0.585 1.667 -1.253 -0.30
N 2.298 0.848 0.135 -0.29
H -2.459 -2.500 0.554 0.53
H -1.625 -0.723 -1.067 0.29
H 1.023 2.194 -1.940 0.27
H -0.371 1.298 -1.476 0.27
H 0.607 -0.761 2.424 0.27
H 2.481 0.160 0.879 0.33
```

## Properties
LUMO: -4.638 eV
Strongest force on any atom: 5.50 eV/A
Frontier orbital gap: 9.86 eV
HOMO: -0.5327 hartree
Energy relative to the best compared isomer or geometry (same formula, charge and spin): 81.82 kcal/mol
Net charge: +1

Formula: C22H27Cl2INO2PdSi
Source: OMol25
Level of theory: ωB97M-V/def2-TZVPD

The geometry in XYZ format:
```
57
Properties=species:S:1:pos:R:3:mulliken_charge:R:1
Pd -0.720 -1.879 -1.053 -0.22
C -1.197 -1.745 1.059 -1.00
Si -0.472 -0.126 1.363 0.20
C -1.203 1.008 0.022 -1.13
N -0.849 0.494 -1.323 1.54
C -1.864 0.821 -2.333 -0.83
C -1.935 2.307 -2.667 -0.75
C -0.530 2.883 -2.935 -0.67
C 0.500 1.764 -3.027 -0.87
C 0.509 0.954 -1.736 -0.35
C 1.410 -0.232 1.194 0.49
C 2.031 -1.424 0.814 -0.62
C 3.408 -1.492 0.627 -0.61
C 4.194 -0.367 0.822 -0.52
C 3.601 0.824 1.220 -0.79
C 2.228 0.881 1.407 0.11
C -0.762 0.746 3.030 0.52
C 0.158 0.719 4.078 -0.21
C -0.120 1.306 5.306 -0.66
C -1.332 1.946 5.515 -0.39
C -2.265 1.991 4.488 -0.63
C -1.978 1.396 3.268 -0.39
H -2.284 -1.780 1.140 0.34
H -0.746 -2.603 1.558 0.36
H -0.956 2.074 0.127 0.30
H -2.290 0.913 0.127 0.66
H -2.820 0.444 -1.970 0.03
H -1.633 0.240 -3.230 0.36
H -2.419 2.849 -1.852 0.22
H -2.582 2.432 -3.539 0.47
H -0.239 3.548 -2.116 0.27
H -0.522 3.492 -3.841 0.41
H 1.503 2.170 -3.182 0.48
H 0.300 1.116 -3.883 0.32
H 0.912 1.581 -0.939 0.15
H 1.179 0.095 -1.828 -0.23
H 1.437 -2.314 0.635 0.37
H 3.860 -2.431 0.328 0.49
H 5.266 -0.417 0.671 0.37
H 4.209 1.707 1.382 0.39
H 1.780 1.819 1.723 0.44
H 1.115 0.229 3.939 0.35
H 0.614 1.263 6.102 0.37
H -1.551 2.405 6.471 0.36
H -3.216 2.487 4.639 0.39
H -2.730 1.434 2.487 0.30
Cl 0.481 -2.128 -3.480 -0.16
C 1.833 -3.047 -2.702 0.72
Cl 2.987 -3.528 -3.947 -0.20
C 1.272 -4.215 -1.828 0.52
O 1.771 -5.322 -1.964 -0.70
O 0.393 -3.833 -1.004 -0.60
H 2.330 -2.324 -2.058 -0.41
I -4.407 -1.844 -1.202 -0.19
C -2.525 -2.737 -1.757 -1.03
H -2.575 -2.826 -2.843 0.47
H -2.559 -3.725 -1.299 0.40
```

## Properties
Multiplicity: 3
<S²>: 2.005
LUMO (spin up / spin down): 2.496 / 2.487 eV
Strongest force on any atom: 0.42 eV/A
Frontier orbital gap (spin up / spin down): 5.97 / 8.03 eV
HOMO (spin up / spin down): -0.1277 / -0.2035 hartree
Energy relative to the best compared isomer or geometry (same formula, charge and spin): 0.00 kcal/mol
Net charge: -1

Computed values of calculated total energy (unit: Eh) for the preceding records, in sequence: -1728.4150 -382.1331 -133.9089 -1708.0845 -391.3339 -2695.2538.